{"formula": "C4H7N3O4", "method": "the ωB97M-V functional and the def2-TZVPD basis", "species": ["C", "C", "C", "C", "N", "N", "N", "O", "O", "O", "O", "H", "H", "H", "H", "H", "H", "H"], "xyz": [[2.383, 0.562, -1.077], [-2.041, -1.445, 0.040], [0.972, 0.613, 0.896], [0.968, 0.582, -0.994], [3.502, 0.685, -1.262], [-0.293, -1.177, 1.554], [0.220, 1.766, -1.228], [-0.929, 1.603, -1.587], [0.767, 2.809, -1.079], [-0.767, -1.870, 0.424], [-0.206, 0.296, 1.361], [-2.108, -0.387, 0.149], [-2.840, -2.003, 0.574], [-2.303, -1.895, -1.001], [1.353, 1.647, 1.038], [1.668, -0.169, 1.110], [0.411, -0.300, -1.315], [-0.758, -1.317, 2.398]], "nbo_charge": [0.236, -0.296, -0.001, -0.278, -0.272, -0.089, 0.292, -0.094, -0.351, -0.369, -0.398, 0.204, 0.178, 0.205, 0.223, 0.194, 0.263, 0.353], "homo_ev": [-7.3472, -10.1228], "orbital_gap_ha": [0.2927, 0.2256], "spin_multiplicity": 3}

{"formula": "C39H37IrN12O6S2", "method": "the ωB97M-V functional and the def2-TZVPD basis", "species": ["Ir", "N", "C", "S", "N", "N", "C", "C", "C", "C", "C", "C", "C", "O", "H", "H", "H", "H", "H", "H", "H", "C", "N", "C", "N", "C", "N", "C", "C", "C", "C", "C", "C", "C", "N", "N", "C", "O", "C", "C", "C", "C", "C", "C", "N", "C", "N", "C", "N", "C", "H", "H", "H", "H", "H", "H", "H", "H", "H", "H", "H", "H", "H", "H", "H", "H", "O", "C", "N", "S", "O", "O", "C", "C", "C", "C", "C", "C", "H", "H", "H", "H", "C", "C", "O", "C", "C", "H", "H", "H", "H", "H", "H", "H", "H", "H", "H"], "xyz": [[1.624, -0.146, 0.310], [5.249, -2.510, 1.014], [4.004, -2.026, 0.782], [3.892, -0.383, 0.193], [2.984, -2.778, 0.989], [1.758, -2.167, 0.675], [0.749, -2.932, 0.934], [-0.617, -2.700, 0.581], [-1.592, -3.623, 0.997], [-2.914, -3.433, 0.674], [-3.283, -2.298, -0.046], [-2.339, -1.372, -0.451], [-0.986, -1.589, -0.188], [-0.075, -0.766, -0.720], [6.063, -1.939, 0.892], [5.341, -3.431, 1.405], [1.004, -3.860, 1.437], [-1.283, -4.482, 1.581], [-3.664, -4.145, 0.987], [-4.326, -2.130, -0.284], [-2.613, -0.461, -0.965], [-0.609, 4.602, -1.197], [0.232, 3.654, -0.470], [0.777, 2.534, -0.901], [1.371, 1.914, 0.116], [1.101, 2.725, 1.185], [0.428, 3.790, 0.860], [-2.016, 4.074, -1.345], [-3.098, 4.749, -0.801], [-4.383, 4.231, -0.931], [-4.593, 3.034, -1.592], [-3.506, 2.356, -2.141], [-2.230, 2.884, -2.025], [-3.692, 1.070, -2.807], [-4.765, 0.383, -2.975], [-4.388, -0.786, -3.623], [-3.116, -0.715, -3.791], [-2.592, 0.440, -3.303], [-2.209, -1.692, -4.390], [-2.725, -2.816, -5.026], [-1.857, -3.744, -5.576], [-0.485, -3.564, -5.480], [0.033, -2.446, -4.837], [1.536, -2.279, -4.739], [1.904, -1.358, -3.673], [1.751, -1.549, -2.375], [2.072, -0.428, -1.744], [2.432, 0.429, -2.733], [2.326, -0.100, -3.923], [-0.833, -1.506, -4.298], [-0.143, 4.798, -2.164], [-0.589, 5.519, -0.613], [0.754, 2.202, -1.923], [1.422, 2.489, 2.186], [-2.943, 5.676, -0.265], [-5.221, 4.764, -0.505], [-5.585, 2.617, -1.692], [-1.402, 2.336, -2.452], [-3.796, -2.947, -5.088], [-2.250, -4.619, -6.075], [0.184, -4.305, -5.900], [1.968, -1.876, -5.654], [2.013, -3.238, -4.535], [1.403, -2.463, -1.928], [2.795, 1.429, -2.565], [-0.455, -0.627, -3.793], [-1.304, 1.257, 0.567], [-1.004, 0.666, 1.579], [0.220, 0.021, 1.816], [0.333, -0.468, 3.425], [0.694, -1.857, 3.484], [1.096, 0.468, 4.190], [-1.362, -0.210, 3.768], [-2.035, -0.478, 4.943], [-3.347, -0.030, 5.023], [-3.935, 0.680, 3.976], [-3.231, 0.950, 2.812], [-1.929, 0.485, 2.728], [-1.570, -1.013, 5.759], [-3.922, -0.227, 5.918], [-4.954, 1.026, 4.080], [-3.663, 1.506, 1.991], [4.394, 2.764, 1.834], [4.574, 1.674, 2.869], [3.517, 0.721, 2.840], [3.856, -0.425, 3.624], [4.092, -0.140, 5.095], [5.304, 3.365, 1.801], [3.574, 3.436, 2.082], [4.226, 2.359, 0.836], [4.634, 2.127, 3.863], [5.523, 1.147, 2.690], [4.752, -0.887, 3.181], [3.029, -1.121, 3.512], [5.008, 0.421, 5.275], [4.185, -1.090, 5.624], [3.249, 0.403, 5.518]], "lowdin_charge": [1.359, 0.100, -0.783, 0.807, 0.045, -0.169, -0.070, -0.155, -0.012, -0.066, -0.033, 0.004, -0.330, -0.230, 0.095, 0.114, 0.145, 0.123, 0.109, 0.117, 0.105, -0.047, -0.082, -0.122, -0.069, -0.190, 0.175, -0.191, -0.016, -0.047, -0.003, -0.129, 0.023, -0.304, 0.136, 0.135, -0.302, 0.105, -0.124, -0.002, -0.047, -0.028, -0.188, -0.051, -0.105, -0.100, -0.147, -0.191, 0.159, 0.036, 0.140, 0.132, 0.127, 0.123, 0.119, 0.112, 0.121, 0.113, 0.122, 0.114, 0.120, 0.142, 0.138, 0.158, 0.125, 0.119, 0.072, -0.487, -0.201, 0.673, -0.275, -0.252, -0.215, -0.013, -0.045, -0.042, 0.020, -0.127, 0.128, 0.114, 0.113, 0.125, -0.079, -0.287, -0.293, -0.299, -0.063, 0.085, 0.066, 0.034, 0.121, 0.122, 0.103, 0.083, 0.073, 0.086, 0.076], "charge": 1, "homo_ev": [-10.6945, -10.6707], "orbital_gap_ha": [0.2734, 0.2134], "spin_multiplicity": 2}

Respective electronic energy values: -16908.960; -95713.297 eV.
Respective energy relative to the best compared isomer or geometry (same formula, charge and spin) values: 42.0; 31.9 kcal/mol.
Respective molecular weight values: 161.12; 1026.15 g mol⁻¹.